An isolated ion of composition C6H9ClNO2 and charge +1, computed with ωB97M-V with the def2-TZVPD basis set.

Output
Calculated total energy, a.u.: -898.9283
LUMO (spin up / spin down), eV: -5.695 / -5.564
Relative energy (zero: lowest compared OMol25 entry of this formula, charge and spin), kcal per mole: 115.2
Total charge: +1
M, g mol⁻¹: 162.596
HOMO energy (spin up / spin down), eV: -12.15 / -13.09

Structure (XYZ):
```
19
C6H9ClNO2 (ωB97M-V with the def2-TZVPD basis set)
C -0.65 -2.61 -0.10
C 3.13 -1.42 -0.35
C -0.44 -1.30 0.14
C 0.84 -0.71 0.10
C -1.57 -0.35 0.47
C 1.10 2.81 -0.26
N 1.64 1.55 -0.17
O 1.88 -1.50 -0.23
O 0.76 0.60 0.15
Cl 4.05 -0.16 0.16
H -1.74 -3.00 -0.12
H 0.21 -3.35 -0.27
H 3.65 -2.12 -0.92
H -2.44 -0.86 0.44
H -1.50 0.31 -0.49
H -1.45 0.25 1.27
H 0.35 3.07 0.56
H 0.42 2.87 -1.25
H 1.90 3.57 -0.32
```

One molecule with the formula C6H9ClO, computed with ωB97M-V with the def2-TZVPD basis set.

Output
Calculated total energy, a.u.: -769.3718
LUMO, eV: 0.829
SMILES string: C=C[C@]1(CO)C[C@H]1Cl
Relative energy (zero: lowest compared OMol25 entry of this formula, charge and spin), kcal per mole: 45.6
Total charge: 0
M, g mol⁻¹: 132.590
HOMO energy, eV: -9.28

Structure (XYZ):
```
17
C6H9ClO (ωB97M-V with the def2-TZVPD basis set)
C 2.53 -1.06 -0.63
C 1.79 0.01 -0.29
C 0.48 0.07 0.42
C -0.04 1.47 0.71
O 0.29 2.29 -0.36
C 0.15 -1.09 1.29
C -0.50 -0.90 -0.07
Cl -2.11 -0.50 -0.46
H 3.37 -0.95 -1.22
H 2.47 -2.05 -0.22
H 2.15 0.98 -0.49
H 0.46 1.93 1.56
H -1.11 1.45 0.99
H -0.37 2.13 -1.03
H -0.45 -0.83 2.15
H 0.76 -2.01 1.27
H -0.14 -1.57 -0.83
```

Among the records above, which one has the highest M? C6H9ClNO2

total charge of number 1 (C6H9ClNO2)? +1